Formula: C19H17N5O4Tc
Source: OMol25
Level of theory: wB97M-V/def2-TZVPD

Atoms and positions in Å:
Tc -0.6485 -0.7810 -1.3843
O 3.0942 -1.4351 2.4473
C 3.7696 -1.4804 1.3048
C 5.1656 -1.4411 1.3996
C 5.9486 -1.4870 0.2710
C 5.3685 -1.5887 -1.0007
C 4.0049 -1.6159 -1.1223
C 3.1731 -1.5531 0.0114
C 1.7530 -1.4771 -0.1811
O 1.2269 -1.2906 -1.3712
N 0.9200 -1.5512 0.8531
N -0.3626 -1.4105 0.4856
C -1.3248 -1.7221 1.3468
C -2.7091 -1.6714 1.1250
C -3.5774 -2.0193 2.1912
C -4.9343 -2.0163 2.0316
C -5.4871 -1.6784 0.7863
C -4.6774 -1.3461 -0.2791
C -3.2907 -1.3321 -0.1366
O -2.5322 -1.0088 -1.1771
H 2.1406 -1.4820 2.2903
H 5.5936 -1.3821 2.3909
H 7.0255 -1.4531 0.3654
H 5.9931 -1.6490 -1.8803
H 3.5489 -1.6962 -2.1003
H -0.9793 -2.0854 2.3105
H -3.1481 -2.2922 3.1475
H -5.5817 -2.2886 2.8527
H -6.5609 -1.6868 0.6544
H -5.0951 -1.1179 -1.2518
C 1.8075 3.8093 -0.3629
N 0.4815 3.2725 -0.6840
C -0.5793 4.0657 -0.9349
C -1.7787 3.5526 -1.2969
C -1.8985 2.1535 -1.4812
N -0.8441 1.3454 -1.1782
C 0.3474 1.8976 -0.6957
O 1.2322 1.1818 -0.2866
N -3.0239 1.6617 -1.9799
H 1.7716 4.8936 -0.3981
H 2.5307 3.4475 -1.0913
H 2.1225 3.4795 0.6241
H -0.4248 5.1309 -0.8303
H -2.6254 4.1954 -1.4806
H -3.7860 2.2808 -2.1994
H -3.1495 0.6721 -2.1048

Cartesian forces (eV/Å) of the 2 atoms listed first:
Tc 0.93 1.16 1.45
O -0.04 0.05 0.28

⟨S²⟩: 3.87
multiplicity: 4
HOMO level (spin up / spin down): -13.468 / -13.486 eV
relative energy (zero: lowest compared OMol25 entry of this formula, charge and spin): 0.301 eV
molar mass: 477.4 g mol⁻¹
total charge: +2